# 1
Below is 7 unconnected molecules or ions with the total composition C18H32NO21S2, with properties calculated with ωB97M-V/def2-TZVPD.

As for the energy above the lowest of the compared OMol25 structures with the same formula, charge and spin: 45.8 kcal/mol. For the gap between HOMO and LUMO, the calculation gives 8.8506 eV. The value obtained for the HOMO energy is -6.871 eV. As for the total energy: -3135.93418 hartree. The calculation puts the maximum force at 0.192 hartree/bohr.

Geometry as ORCA input:
```
! RIJCOSX wB97M-V def2-TZVPD def2/J DEFGRID3
* xyz -1 1
N 0.72085 0.06845 1.58147
O 1.81085 -0.09355 1.02447
O -0.04415 -0.85155 2.03947
O 0.29885 1.25645 1.50747
O 6.01885 -2.17155 -0.29453
S 5.68485 -3.48555 0.04347
O 6.10685 -4.07255 1.24847
O 4.03585 -3.47355 0.12247
C 3.40385 -3.05655 1.34747
C 1.95885 -3.48855 1.21847
C 5.87285 -4.56555 -1.26453
H 3.46885 -2.14255 1.54947
H 3.61985 -3.74555 2.05747
H 1.58485 -2.60755 0.81747
H 1.32985 -3.50555 2.08147
H 1.74785 -4.45155 0.75947
H 6.79485 -5.38855 -1.07453
H 5.99685 -4.08955 -2.07953
H 5.11485 -5.19655 -1.33553
O -1.27015 6.71745 -1.26853
S -1.51915 5.30645 -0.93153
O -2.81715 4.88545 -0.43753
O -1.40215 4.49445 -2.35753
C -2.46415 4.65945 -3.27453
C -2.23115 3.63745 -4.28953
C -0.21815 4.66445 0.11547
H -2.32015 5.71145 -3.77853
H -3.35115 4.43145 -2.81353
H -2.31715 2.63245 -3.93953
H -1.23315 3.77545 -4.60953
H -2.92915 3.85845 -4.96053
H 0.78685 4.73445 -0.40653
H -0.63015 3.60245 0.34247
H -0.39415 4.99245 1.14747
C -3.40115 -4.18055 2.45547
C -2.10615 -3.85655 1.79247
O -2.60815 -3.57655 0.52547
C -3.96115 -3.61355 0.50947
O -4.59015 -3.36655 -0.54353
O -4.40115 -3.69455 1.73747
H -3.41115 -3.68955 3.41747
H -3.49615 -5.15855 2.76647
H -1.50615 -4.78955 1.80847
H -1.59115 -2.96455 2.20447
C -1.47915 0.56845 -1.51653
C -2.61415 -0.35355 -1.08453
O -2.86415 -1.13055 -2.28253
C -2.09515 -0.62855 -3.24853
O -2.20215 -0.95955 -4.42353
O -1.13315 0.19645 -2.83553
H -0.64815 0.38245 -0.84153
H -1.51315 1.68445 -1.69753
H -3.46815 0.12445 -1.00753
H -2.64315 -0.94255 -0.20253
C -2.69115 0.83345 3.75347
C -1.53915 0.96345 4.69347
O -1.89015 2.01445 5.56447
C -2.97715 2.54545 5.09547
O -3.57615 3.45545 5.77447
O -3.57615 1.85645 4.08047
H -3.25615 -0.20055 4.11547
H -2.19215 1.06645 2.80147
H -0.80115 1.25345 4.03247
H -1.16115 0.01845 5.14847
C 3.80785 0.52245 -1.87353
C 2.70185 1.54745 -1.53453
O 2.96785 2.47245 -2.60853
C 3.74585 2.00945 -3.56653
O 4.08585 2.59445 -4.54353
O 4.18385 0.77645 -3.25453
H 3.43285 -0.36755 -1.61453
H 4.67185 0.53145 -1.01953
H 2.86885 1.95045 -0.69953
H 1.71085 1.06345 -1.76653
*
```

Mulliken population analysis, charges in e, atoms 1 to 4: atom 1 (N): 0.715, atom 2 (O): -0.581, atom 3 (O): -0.505, atom 4 (O): -0.548

***

# 2
Below is a molecular structure, C18H32NO5P2RuS, with properties calculated with ωB97M-V/def2-TZVPD.

As for the energy above the lowest of the compared OMol25 structures with the same formula, charge and spin: 0.0 kcal/mol. For the gap between HOMO and LUMO (alpha / beta), the calculation gives 4.4973 / 5.7688 eV. The value obtained for the HOMO energy (alpha / beta) is -4.229 / -8.244 eV. As for the total energy: -2311.53241 hartree. The calculation puts the maximum force at 0.103 hartree/bohr.

Geometry as ORCA input:
```
! RIJCOSX wB97M-V def2-TZVPD def2/J DEFGRID3
* xyz 0 6
C -0.52703 3.91399 -1.86711
C -0.71031 2.56971 -1.39982
N 0.22590 2.06504 -0.49983
C 1.00975 2.89019 0.20992
C 1.04176 4.25769 -0.06533
C 0.27250 4.80383 -1.12380
C -1.78490 1.74726 -1.80996
P -1.89010 0.08238 -1.01473
Ru 0.02830 -0.05410 0.09817
P 2.13657 0.48598 0.93564
C 1.85292 2.26618 1.31702
C 0.20430 -2.14486 0.24808
C -0.90404 -2.84788 0.69723
C -0.85604 -4.22474 0.89218
C 0.32703 -4.91885 0.60788
C 1.42824 -4.22771 0.09528
C 1.36304 -2.84532 -0.09386
O -0.45748 0.83784 -4.69409
O 0.57437 -1.41349 -3.04078
H -1.16020 4.24799 -2.67980
H 1.68191 4.87421 0.54280
H 0.33247 5.85043 -1.38728
C -3.32106 0.60739 -0.05806
C -2.43481 -1.23162 -2.14141
H 2.83278 2.77147 1.41084
H 1.26365 2.28873 2.24716
H -0.85066 1.10308 -3.85041
H -2.36469 2.08475 -2.64851
C 2.68005 -0.24923 2.50453
C 3.63451 0.50211 -0.11418
H -1.82441 -2.32446 0.93646
H -1.74413 -4.73574 1.25979
H 0.34960 -5.99953 0.70476
H 2.34565 -4.77673 -0.14403
H 2.23618 -2.29287 -0.43143
H 0.68224 -0.52552 -1.29902
H 1.06058 -2.14132 -3.36710
H 0.41847 -0.86661 -3.81233
H 0.30080 1.44147 -4.78207
H 1.37950 -0.03287 -0.92897
H -4.10993 0.98165 -0.71599
H -3.62579 -0.27902 0.48909
H -2.99160 1.39378 0.62439
H -3.28190 -0.91456 -2.76246
H -1.65021 -1.61177 -2.80760
H -2.75470 -2.04227 -1.47517
H 4.42201 1.03325 0.45094
H 3.94126 -0.53315 -0.33115
H 3.41929 1.03377 -1.05095
H 3.77525 -0.10905 2.57973
H 2.14768 0.26307 3.32408
H 2.41357 -1.31733 2.49452
C -2.39678 -0.34708 3.81215
S -0.73215 -0.10930 3.24765
O -0.08754 0.97890 3.91988
O -0.06721 -1.41780 3.21767
O -1.13548 0.32591 1.80788
H -2.35651 -0.71262 4.84016
H -2.87201 -1.08670 3.15008
H -2.89043 0.63204 3.73127
*
```

Mulliken population analysis, charges in e, atoms 1 to 4: atom 1 (C): -1.094, atom 2 (C): 1.020, atom 3 (N): 0.595, atom 4 (C): 0.449

***

# 3
Below is a molecular structure, C18H32NPPbSi, with properties calculated with ωB97M-V/def2-TZVPD.

As for the energy above the lowest of the compared OMol25 structures with the same formula, charge and spin: 43.8 kcal/mol. For the gap between HOMO and LUMO, the calculation gives 6.3715 eV. The value obtained for the HOMO energy is -13.985 eV. As for the total energy: -1582.66447 hartree. The calculation puts the maximum force at 0.095 hartree/bohr.

Geometry as ORCA input:
```
! RIJCOSX wB97M-V def2-TZVPD def2/J DEFGRID3
* xyz 2 1
C -2.90808 2.17847 -3.69677
C -1.56090 2.51962 -3.58556
C -0.73836 1.89470 -2.62645
C -1.29366 0.92831 -1.82106
C -2.63925 0.59557 -1.88255
C -3.45335 1.21749 -2.84095
C 0.71740 2.27460 -2.50231
C 1.18807 2.89404 -1.16759
N 0.52926 2.43408 0.09253
Pb -0.16684 0.35139 -0.15442
C -3.22002 -0.35681 -0.84711
P -2.50429 0.10567 0.80261
H -1.13231 3.28600 -4.23869
H -4.51589 0.96318 -2.89943
H -3.53903 2.66382 -4.44577
H -2.92291 -1.40333 -1.04476
H -4.31940 -0.31514 -0.78089
H 1.33202 1.37241 -2.67967
H 0.99179 3.00044 -3.27915
H 2.25827 2.69977 -1.04289
C -2.78288 -1.22703 1.94412
C -3.47875 1.49792 1.33650
H 1.03754 3.98141 -1.16862
C -0.67549 3.23890 0.39203
C 1.47791 2.49169 1.23481
H -0.49978 -1.47170 -0.30222
H -0.34474 4.27134 0.57056
H -1.35438 3.20408 -0.46422
H -1.17221 2.84875 1.28697
H 1.64652 3.55671 1.44963
H 1.07814 1.98537 2.11994
H 2.42496 2.03105 0.93217
H -4.51593 1.15227 1.45586
H -3.12075 1.88586 2.30387
H -3.45891 2.31251 0.60054
H -3.86453 -1.32092 2.12056
H -2.38852 -2.17412 1.54997
H -2.27839 -1.01853 2.90210
H 0.65384 -0.36078 1.37613
C 2.89460 -5.03502 0.06985
Si 3.14237 -3.56332 1.19940
C 2.84899 -4.09593 2.97279
C 4.89980 -2.94420 1.02863
C 1.97123 -2.22579 0.74451
C 1.11567 -1.29251 0.49877
H 3.59697 -5.83515 0.33677
H 3.06945 -4.73064 -0.96814
H 1.86827 -5.40521 0.17072
H 3.55132 -4.89436 3.24511
H 2.99721 -3.23976 3.64060
H 1.82254 -4.46455 3.07880
H 5.07811 -2.63614 -0.00771
H 5.05149 -2.08594 1.69275
H 5.60583 -3.74053 1.29734
*
```

Mulliken population analysis, charges in e, atoms 1 to 4: atom 1 (C): -0.879, atom 2 (C): -0.818, atom 3 (C): 0.227, atom 4 (C): 0.755

***

# 4
Below is a molecular structure, C18H33As3ClNNiO2, with properties calculated with ωB97M-V/def2-TZVPD.

As for the energy above the lowest of the compared OMol25 structures with the same formula, charge and spin: 0.0 kcal/mol. For the gap between HOMO and LUMO (alpha / beta), the calculation gives 5.5424 / 7.1620 eV. The value obtained for the HOMO energy (alpha / beta) is -5.470 / -7.092 eV. As for the total energy: -9586.58759 hartree. The calculation puts the maximum force at 0.003 hartree/bohr.

Geometry as ORCA input:
```
! RIJCOSX wB97M-V def2-TZVPD def2/J DEFGRID3
* xyz 0 3
Ni 1.62252 1.51301 0.55291
O 0.81796 -1.67849 3.39654
C 0.96367 -0.57596 2.89168
O 0.67857 -0.49242 1.41360
C 1.29639 0.68551 3.42261
C 1.47836 0.81114 4.83147
C 1.72832 2.04180 5.36171
C 1.81808 3.16140 4.50963
C 1.68294 2.95984 3.15112
N 1.43359 1.77396 2.59014
H 1.40373 -0.07728 5.44228
H 1.86159 2.15508 6.43039
H 2.02624 4.15065 4.88917
H 1.79816 3.78181 2.45772
C -1.98048 -1.18159 2.43388
As -0.99953 -0.19340 1.12103
C -1.48495 1.64433 1.35683
C -1.51201 -1.03683 -0.53824
C -1.33229 -0.43289 -1.93797
C -1.73718 1.04414 -1.95762
C 0.09678 -0.57395 -2.47471
As 1.53236 0.43623 -1.54160
C 2.90598 -0.94991 -1.57993
C 2.13506 1.50573 -3.05225
C -2.30019 -1.18440 -2.88001
As -2.46979 -3.15432 -3.11236
C -0.70218 -3.91608 -2.72012
C -3.32624 -3.66763 -1.41531
H -3.04342 -1.01294 2.25751
H -1.69375 -0.83957 3.42502
H -1.73408 -2.23664 2.34380
H -2.54660 1.74313 1.12548
H -0.87097 2.27914 0.72350
H -1.29244 1.88300 2.40169
H -2.57973 -1.20818 -0.36039
H -1.03181 -2.01537 -0.46523
H -1.02518 1.66604 -1.41073
H -2.73306 1.19217 -1.53087
H -1.76371 1.40345 -2.98814
H 0.09457 -0.21324 -3.50681
H 0.40042 -1.61893 -2.50504
H 3.01575 -1.36868 -2.58093
H 2.63607 -1.73616 -0.87551
H 3.84900 -0.50959 -1.25992
H 2.19861 0.88317 -3.94462
H 3.11543 1.91830 -2.82118
H 1.44543 2.33156 -3.22242
H -2.12605 -0.80993 -3.89212
H -3.32953 -0.89404 -2.63583
H 0.00324 -3.66885 -3.51158
H -0.83495 -4.99828 -2.71488
H -0.28954 -3.61736 -1.75724
H -4.20622 -3.04628 -1.24548
H -2.66073 -3.60109 -0.55570
H -3.66181 -4.69936 -1.51264
Cl 4.13461 3.41659 0.75865
C 2.46789 3.25374 -0.01744
H 2.68406 3.41669 -1.07485
H 1.94305 4.15804 0.31129
*
```

Mulliken population analysis, charges in e, atoms 1 to 4: atom 1 (Ni): -0.073, atom 2 (O): -0.736, atom 3 (C): -0.603, atom 4 (O): -0.246

***

> Which of these has the highest energy above the lowest of the compared OMol25 structures with the same formula, charge and spin?

C18H32NO21S2